Density functional theory data (the ωB97M-V functional and the def2-TZVPD basis) for a structure of composition C10H13CrN2O5S.

Calculated values
LUMO level (alpha / beta) = -0.2945 / -0.3732 Ha
<S²> = 3.8132
Relative energy (zero: lowest compared OMol25 entry of this formula, charge and spin) = 0.064 eV
Electronic energy = -2316.472940 Ha
Net charge = +2
Multiplicity = 4

Cartesian coordinates (Å):
O1 -2.1680 -1.0638 -1.2343
C1 -2.1345 -0.2152 -0.4501
Cr1 -1.1942 1.6736 1.3452
C2 -0.2106 2.8388 2.4845
O2 0.4869 3.5088 3.1138
C3 -2.9427 2.6560 1.9383
O3 -3.7850 3.4044 2.4239
C4 -1.6308 0.4945 2.8720
O4 -2.0435 -0.0556 3.7982
C5 -1.3515 3.1112 -0.0189
O5 -1.6084 4.0072 -0.6986
H1 -2.8691 1.4210 0.9752
C6 1.0196 1.1915 -2.0816
N1 1.1904 -0.2039 -1.6235
C7 1.2167 -1.2009 -2.7132
C8 1.0654 -0.4771 -0.3482
S1 0.9014 0.8496 0.7717
N2 1.0486 -1.7424 0.1970
C9 1.3278 -2.9506 -0.5579
C10 0.7370 -1.8945 1.6188
H2 1.2914 1.2311 -3.1307
H3 1.7114 1.8434 -1.5276
H4 -0.0097 1.5781 -1.9810
H5 2.1533 -1.7815 -2.6574
H6 0.3091 -1.8407 -2.7219
H7 1.2489 -0.6426 -3.6519
H8 2.3133 -2.8865 -1.0420
H9 1.3888 -3.7567 0.1898
H10 0.5144 -3.2118 -1.2607
H11 1.4369 -1.3077 2.2270
H12 -0.2982 -1.6289 1.8849
H13 0.8850 -2.9484 1.8594

Atoms 1-2, force components in eV/Å:
0.08 3.08 2.83
0.08 -3.69 -3.35